Entry from OMol25: an isolated molecule of C3H6NOP in a non-equilibrium geometry (ωB97M-V/def2-TZVPD).

Cartesian coordinates (Å):
C1 1.304 -1.260 0.115
P1 1.153 0.381 -0.818
O1 0.186 1.157 0.271
C2 -1.442 1.117 0.142
C3 -1.914 -0.074 -0.374
N1 -2.270 -1.080 -0.736
H1 0.387 -1.667 0.251
H2 1.748 -0.936 1.128
H3 1.950 -1.835 -0.453
H4 2.316 0.927 -0.114
H5 -1.662 2.059 -0.469
H6 -1.756 1.213 1.058

Results
DFT total energy: -589.17780 Eh
Frontier orbital gap: 9.57 eV
Energy above the lowest of the compared OMol25 structures with the same formula, charge and spin: 179.59 kJ/mol
LUMO energy: 0.53 eV
SMILES string: CPOCC#N